Entry from the Open Molecules 2025 dataset: C30H31ClN9O3W as an isolated structure (ωB97M-V/def2-TZVPD).

Frontier orbital gap (spin up / spin down) (eV): 7.19 / 6.94
M (g/mol): 784.931
Charge: +3
2S+1: 3
E_HOMO (spin up / spin down) (eV): -16.14 / -16.11
Maximum force (eV/Å): 0.43
LUMO energy (spin up / spin down) (eV): -8.954 / -9.167

CARTESIAN COORDINATES (ANGSTROEM)
W: 0.267 0.118 0.837
N: -2.997 2.755 -0.521
C: -1.886 2.344 0.045
N: -1.600 1.074 0.284
C: -2.541 0.101 -0.134
N: -2.269 -1.126 0.108
N: -1.063 -1.280 0.753
C: -1.015 -2.595 1.378
C: 0.672 -1.972 3.115
C: 0.978 -2.528 4.347
C: 1.240 -1.715 5.434
C: 1.198 -0.341 5.249
C: 0.892 0.150 4.002
N: 0.620 -0.630 2.935
C: -3.768 0.511 -0.790
C: -4.733 -0.400 -1.223
C: -5.891 0.065 -1.811
C: -6.105 1.436 -1.976
C: -5.161 2.352 -1.555
C: -3.999 1.874 -0.965
H: -3.140 3.749 -0.645
H: -1.175 3.110 0.322
H: -1.270 -3.326 0.611
H: 0.991 -3.604 4.445
H: 1.467 -2.141 6.402
H: 1.393 0.346 6.060
H: 0.865 1.216 3.853
H: -4.562 -1.458 -1.081
H: -6.645 -0.636 -2.142
H: -7.020 1.786 -2.434
H: -5.324 3.415 -1.678
C: 4.343 -1.253 1.586
C: 3.424 -0.189 1.092
O: 2.241 -0.466 0.743
N: 3.862 1.053 0.995
C: 3.099 2.121 0.353
C: 2.114 2.815 1.267
C: 2.405 4.077 1.760
C: 1.505 4.719 2.596
C: 0.325 4.068 2.926
C: 0.095 2.815 2.399
N: 0.960 2.184 1.576
H: 3.824 -2.206 1.618
H: 4.705 -1.001 2.585
H: 5.211 -1.337 0.931
H: 4.820 1.239 1.257
H: 2.585 1.697 -0.511
H: 3.814 2.850 -0.019
H: 3.338 4.554 1.491
H: 1.723 5.704 2.986
H: -0.405 4.517 3.584
H: -0.807 2.268 2.651
Cl: -2.255 -2.706 2.653
C: 0.360 -2.869 1.952
H: 0.394 -3.905 2.281
H: 1.106 -2.761 1.158
O: -0.671 -4.308 -6.021
C: 0.642 -4.226 -5.522
N: 0.796 -2.883 -5.000
C: 0.691 -2.606 -3.691
O: 0.661 -3.426 -2.793
C: 0.605 -1.137 -3.300
C: 0.398 -0.039 -4.120
C: 0.293 1.227 -3.545
C: 0.360 1.355 -2.178
N: 0.543 0.292 -1.368
C: 0.682 -0.913 -1.936
H: -0.746 -5.058 -6.622
H: 1.385 -4.383 -6.305
H: 0.818 -4.917 -4.699
H: 0.750 -2.140 -5.677
H: 0.309 -0.132 -5.195
H: 0.157 2.104 -4.162
H: 0.272 2.325 -1.702
H: 0.852 -1.769 -1.297

Entry from the Open Molecules 2025 dataset: C30H31F6FeN2O4PSSi as an isolated structure in a non-equilibrium geometry (ωB97M-V/def2-TZVPD).

Frontier orbital gap (spin up / spin down) (eV): 7.11 / 6.84
M (g/mol): 744.548
2S+1: 5
E_HOMO (spin up / spin down) (eV): -8.17 / -8.27
Maximum force (eV/Å): 4.40
LUMO energy (spin up / spin down) (eV): -1.066 / -1.438

CARTESIAN COORDINATES (ANGSTROEM)
Fe: -18.551 -3.892 3.492
O: -16.044 -6.543 6.151
C: -14.934 -6.168 5.498
C: -13.728 -6.867 5.777
C: -12.604 -6.594 5.065
C: -12.530 -5.602 4.193
C: -13.603 -4.742 3.977
C: -14.855 -5.105 4.552
C: -16.077 -4.493 3.995
O: -17.244 -4.918 4.386
N: -15.913 -3.657 2.965
N: -17.111 -3.152 2.554
C: -17.068 -2.140 1.774
C: -18.260 -1.460 1.362
C: -18.225 -0.259 0.601
C: -19.339 0.430 0.193
C: -20.576 -0.085 0.615
C: -20.605 -1.212 1.401
C: -19.503 -1.885 1.867
O: -19.741 -2.913 2.607
H: -16.710 -5.871 5.901
H: -13.683 -7.655 6.498
H: -11.739 -7.230 5.301
H: -11.638 -5.328 3.661
H: -13.466 -3.900 3.315
H: -16.063 -1.848 1.482
H: -17.266 0.048 0.319
H: -19.174 1.326 -0.324
H: -21.530 0.379 0.340
H: -21.567 -1.621 1.692
O: -19.215 -5.552 2.503
S: -20.371 -6.196 3.280
C: -21.883 -5.686 2.494
C: -22.333 -6.181 1.315
C: -23.491 -5.600 0.792
C: -24.102 -4.517 1.407
C: -23.574 -3.966 2.557
C: -22.426 -4.553 3.121
C: -20.124 -7.896 2.970
C: -21.182 -8.797 2.839
C: -20.865 -10.174 2.745
C: -19.549 -10.599 2.829
C: -18.528 -9.665 3.034
C: -18.813 -8.332 3.102
H: -21.830 -6.978 0.813
H: -23.890 -5.972 -0.136
H: -24.999 -4.180 0.934
H: -24.144 -3.108 2.995
H: -22.078 -4.197 4.067
H: -22.197 -8.481 2.875
H: -21.569 -11.013 2.773
H: -19.429 -11.668 2.817
H: -17.567 -10.099 3.067
H: -17.978 -7.620 3.174
C: -20.171 -9.757 6.958
Si: -21.128 -8.165 7.229
C: -21.575 -7.943 9.089
C: -22.883 -8.255 6.313
C: -20.059 -6.850 6.566
H: -20.749 -10.666 7.238
H: -19.402 -9.632 7.736
H: -19.762 -9.867 5.976
H: -22.298 -8.645 9.466
H: -21.907 -6.926 9.167
H: -20.627 -7.970 9.679
H: -23.446 -8.999 6.967
H: -22.717 -8.679 5.344
H: -23.519 -7.384 6.310
H: -20.304 -5.792 6.503
H: -19.097 -7.183 6.148
F: -19.814 -3.980 5.003
P: -19.845 -2.710 6.144
F: -19.851 -1.493 7.134
F: -18.411 -2.285 5.497
F: -19.119 -3.626 7.180
F: -21.285 -3.252 6.615
F: -20.558 -1.733 5.051

Entry from the Open Molecules 2025 dataset: C30H31MnN9O2P as an isolated structure in a non-equilibrium geometry (ωB97M-V/def2-TZVPD).

Frontier orbital gap (spin up / spin down) (eV): 7.36 / 7.28
M (g/mol): 635.551
Charge: +1
2S+1: 6
E_HOMO (spin up / spin down) (eV): -9.87 / -9.86
Maximum force (eV/Å): 1.12
LUMO energy (spin up / spin down) (eV): -2.503 / -2.575

CARTESIAN COORDINATES (ANGSTROEM)
Mn: -1.265 0.671 -1.261
C: -4.249 1.392 0.217
N: -3.137 2.138 -0.355
C: -2.619 3.256 0.415
C: -1.235 3.549 -0.072
N: -0.616 2.811 -0.969
C: 0.592 3.442 -1.208
C: 1.615 3.141 -2.101
C: 2.688 4.009 -2.157
C: 2.755 5.148 -1.349
C: 1.754 5.459 -0.450
C: 0.671 4.595 -0.398
N: -0.508 4.623 0.313
C: -4.108 -0.039 -0.189
N: -3.302 -0.450 -1.145
C: -3.504 -1.817 -1.237
C: -2.935 -2.775 -2.071
C: -3.359 -4.080 -1.927
C: -4.326 -4.443 -0.986
C: -4.888 -3.513 -0.136
C: -4.466 -2.202 -0.280
N: -4.827 -1.041 0.362
H: -5.230 1.764 -0.116
H: -4.214 1.453 1.307
H: -3.371 2.438 -1.302
H: -2.574 2.961 1.469
H: -3.239 4.165 0.337
H: 1.555 2.261 -2.724
H: 3.491 3.816 -2.853
H: 3.607 5.805 -1.439
H: 1.799 6.344 0.165
H: -0.764 5.289 1.024
H: -2.187 -2.501 -2.797
H: -2.938 -4.845 -2.562
H: -4.638 -5.474 -0.931
H: -5.629 -3.784 0.600
H: -5.443 -0.970 1.154
O: -1.439 -1.858 1.930
C: -0.873 -1.991 0.870
N: -0.695 -0.985 -0.063
C: -0.180 -1.508 -1.211
O: -0.083 -0.832 -2.253
C: 0.168 -2.919 -1.000
C: 0.788 -3.846 -1.810
C: 0.976 -5.125 -1.295
C: 0.534 -5.442 -0.019
C: -0.100 -4.505 0.795
C: -0.270 -3.236 0.291
H: 1.104 -3.577 -2.806
H: 1.468 -5.878 -1.893
H: 0.682 -6.441 0.359
H: -0.443 -4.754 1.787
C: 3.758 1.831 2.072
N: 2.528 1.258 2.589
C: 2.764 -0.120 2.979
N: 3.302 -0.912 1.887
C: 4.535 -0.312 1.414
N: 4.329 1.059 0.985
C: 3.529 1.141 -0.207
P: 1.762 0.504 -0.001
C: 1.449 1.376 1.639
C: 2.343 -1.096 0.830
H: 4.494 1.873 2.879
H: 3.547 2.842 1.714
H: 1.825 -0.563 3.316
H: 3.483 -0.139 3.802
H: 4.916 -0.895 0.571
H: 5.265 -0.322 2.229
H: 4.006 0.548 -0.992
H: 3.503 2.181 -0.541
H: 0.535 0.948 2.066
H: 1.285 2.439 1.436
H: 2.783 -1.739 0.059
H: 1.467 -1.599 1.249

Please write out number 1 again, unchanged.
Entry from the Open Molecules 2025 dataset: C30H31ClN9O3W as an isolated structure (ωB97M-V/def2-TZVPD).

Frontier orbital gap (spin up / spin down) (eV): 7.19 / 6.94
M (g/mol): 784.931
Charge: +3
2S+1: 3
E_HOMO (spin up / spin down) (eV): -16.14 / -16.11
Maximum force (eV/Å): 0.43
LUMO energy (spin up / spin down) (eV): -8.954 / -9.167

CARTESIAN COORDINATES (ANGSTROEM)
W: 0.267 0.118 0.837
N: -2.997 2.755 -0.521
C: -1.886 2.344 0.045
N: -1.600 1.074 0.284
C: -2.541 0.101 -0.134
N: -2.269 -1.126 0.108
N: -1.063 -1.280 0.753
C: -1.015 -2.595 1.378
C: 0.672 -1.972 3.115
C: 0.978 -2.528 4.347
C: 1.240 -1.715 5.434
C: 1.198 -0.341 5.249
C: 0.892 0.150 4.002
N: 0.620 -0.630 2.935
C: -3.768 0.511 -0.790
C: -4.733 -0.400 -1.223
C: -5.891 0.065 -1.811
C: -6.105 1.436 -1.976
C: -5.161 2.352 -1.555
C: -3.999 1.874 -0.965
H: -3.140 3.749 -0.645
H: -1.175 3.110 0.322
H: -1.270 -3.326 0.611
H: 0.991 -3.604 4.445
H: 1.467 -2.141 6.402
H: 1.393 0.346 6.060
H: 0.865 1.216 3.853
H: -4.562 -1.458 -1.081
H: -6.645 -0.636 -2.142
H: -7.020 1.786 -2.434
H: -5.324 3.415 -1.678
C: 4.343 -1.253 1.586
C: 3.424 -0.189 1.092
O: 2.241 -0.466 0.743
N: 3.862 1.053 0.995
C: 3.099 2.121 0.353
C: 2.114 2.815 1.267
C: 2.405 4.077 1.760
C: 1.505 4.719 2.596
C: 0.325 4.068 2.926
C: 0.095 2.815 2.399
N: 0.960 2.184 1.576
H: 3.824 -2.206 1.618
H: 4.705 -1.001 2.585
H: 5.211 -1.337 0.931
H: 4.820 1.239 1.257
H: 2.585 1.697 -0.511
H: 3.814 2.850 -0.019
H: 3.338 4.554 1.491
H: 1.723 5.704 2.986
H: -0.405 4.517 3.584
H: -0.807 2.268 2.651
Cl: -2.255 -2.706 2.653
C: 0.360 -2.869 1.952
H: 0.394 -3.905 2.281
H: 1.106 -2.761 1.158
O: -0.671 -4.308 -6.021
C: 0.642 -4.226 -5.522
N: 0.796 -2.883 -5.000
C: 0.691 -2.606 -3.691
O: 0.661 -3.426 -2.793
C: 0.605 -1.137 -3.300
C: 0.398 -0.039 -4.120
C: 0.293 1.227 -3.545
C: 0.360 1.355 -2.178
N: 0.543 0.292 -1.368
C: 0.682 -0.913 -1.936
H: -0.746 -5.058 -6.622
H: 1.385 -4.383 -6.305
H: 0.818 -4.917 -4.699
H: 0.750 -2.140 -5.677
H: 0.309 -0.132 -5.195
H: 0.157 2.104 -4.162
H: 0.272 2.325 -1.702
H: 0.852 -1.769 -1.297

Question: Which formula does entry 2 have?
Answer: C30H31F6FeN2O4PSSi